# 1
# C19H27AlCl2CsF2N5O11

C19H27AlCl2CsF2N5O11 as an isolated structure in a non-equilibrium geometry (the ωB97M-V functional and the def2-TZVPD basis, the OMol25 dataset).

Geometry as XYZ:
```
68
Properties=species:S:1:pos:R:3:lowdin_charge:R:1
C -4.77811 2.49944 -1.34226 -0.011
C -5.09415 3.76248 -0.59409 -0.386
N -5.79319 4.62995 -1.18564 0.169
C -4.64790 4.04154 0.84441 -0.070
N -4.51016 2.89295 1.76311 -0.048
C -3.26075 2.12726 1.71515 -0.399
C -3.61437 0.46769 1.28512 -0.329
C -2.53006 -0.65149 1.81200 -0.395
O -3.95476 -0.40364 2.37348 -0.185
C -5.63161 2.17031 1.98393 -0.514
O -6.42936 1.68341 1.26665 0.230
O -5.88149 2.03775 3.47662 -0.033
F -7.25040 1.61099 3.65817 -0.079
H -3.71932 2.24891 -1.26344 0.082
H -4.98907 2.68613 -2.38860 0.094
H -5.41670 1.66879 -1.05834 0.081
H -5.95957 5.42510 -0.56734 0.059
H -5.29343 4.79319 1.29313 0.113
H -3.66586 4.50819 0.78278 0.145
H -2.48132 2.50907 0.96185 -0.105
H -2.76998 1.97726 2.73772 0.083
H -4.05792 0.29554 0.31903 0.120
H -2.12944 -0.55906 2.88031 0.094
H -2.73849 -1.86398 1.54130 -0.181
Cl -3.50206 -3.16246 0.83929 -0.150
Cs -1.03407 1.36483 1.28930 1.614
C 2.48150 1.07711 -6.63585 -0.062
C 1.62873 0.06973 -6.20361 -0.057
C 0.74918 0.30521 -5.16011 0.004
C 0.73513 1.55345 -4.56632 -0.145
C 1.58378 2.56888 -4.97939 -0.074
C 2.46148 2.32269 -6.02252 -0.058
N -0.20418 1.81730 -3.47697 -0.354
O -0.93225 0.91705 -3.09942 0.056
O -0.21160 2.92779 -2.99235 0.035
H 3.16390 0.89045 -7.45452 0.109
H 1.64821 -0.89941 -6.68168 0.111
H 0.08783 -0.47961 -4.82384 0.122
H 1.56988 3.56064 -4.49751 -0.040
H 3.12812 3.10470 -6.35893 0.112
C -1.91643 -6.87712 2.03266 -0.074
C -0.78003 -6.10337 1.54934 -0.274
N 0.09875 -5.48630 1.15897 0.157
H -2.80124 -6.62674 1.45101 0.074
H -1.70862 -7.94072 1.93324 0.077
H -2.10138 -6.64518 3.07908 0.079
Al -7.39203 3.52723 3.63530 0.975
C 2.72171 -3.80770 2.25664 0.013
N 3.18934 -3.12940 3.49984 -0.447
O 2.34175 -2.68285 4.25647 0.022
O 4.38322 -3.06040 3.69057 0.048
H 1.64000 -3.78640 2.23741 0.054
H 3.13650 -3.26745 1.40430 0.051
H 3.08608 -4.82805 2.28520 0.099
O 4.04705 -3.74551 -0.27202 -0.327
H 4.78890 -4.12878 -0.75805 -0.089
C 8.76517 -1.06190 2.72957 -0.133
C 7.27917 -1.12686 2.99957 -0.127
O 6.72430 -1.07604 1.68319 0.063
C 7.66761 -1.52076 0.81455 -0.564
O 7.47806 -1.75515 -0.32796 0.175
O 8.87261 -1.65687 1.43745 0.053
H 9.35166 -1.61372 3.46039 0.129
H 9.13801 -0.03606 2.67742 0.128
H 6.97876 -2.06143 3.47559 0.124
H 6.92306 -0.29444 3.60178 0.130
Cl 0.69032 5.37616 -4.68246 0.325
F 0.62130 6.87838 -2.79061 -0.493
```

Calculated values
LUMO energy = -0.1678 hartree
Kohn-Sham gap = 1.2 eV

# 2
# C19H27BFN4O3S

A 2-piece molecular cluster, C19H27BFN4O3S overall in a non-equilibrium geometry (the ωB97M-V functional and the def2-TZVPD basis, the OMol25 dataset).

Geometry as XYZ:
```
56
Properties=species:S:1:pos:R:3:lowdin_charge:R:1
N -0.15791 0.92741 1.07965 0.143
B 1.11065 0.57683 0.33429 -0.501
O 2.23348 0.05600 1.08139 0.050
C 1.10965 0.86524 -1.26118 -0.035
C 2.01738 2.08049 -1.75767 0.031
C 2.11749 2.48313 -3.24522 -0.116
C 3.03554 3.71015 -3.68340 -0.126
C 2.11713 5.04797 -3.58933 -0.147
F 2.66256 6.00991 -2.63670 -0.124
C 1.24479 1.61452 -4.25159 -0.207
N 1.14034 1.82299 -5.69408 -0.244
S 0.01898 0.60265 -6.17547 0.936
N -0.43128 -0.28381 -4.77531 -0.241
C 0.32434 0.40663 -3.75772 -0.230
C 0.24614 0.01773 -2.21533 -0.049
C -0.68100 -1.22071 -1.82853 -0.152
O -1.58233 -1.00089 -0.72095 -0.149
C -2.69036 -0.17557 -1.07286 -0.196
C -2.63214 1.35068 -1.37495 -0.013
C -3.84818 2.24847 -1.71272 -0.061
C -5.24815 1.58139 -1.74402 -0.079
C -5.37634 0.05891 -1.46097 -0.065
C -4.12555 -0.82626 -1.12500 0.016
H -0.47609 1.81437 0.64052 0.080
H 0.07215 1.14677 2.06063 0.063
H 3.01986 0.22050 0.51471 0.108
H 2.61928 2.70770 -1.00885 0.116
H 3.86399 3.86127 -2.88926 0.124
H 3.54406 3.59500 -4.69636 0.120
H 1.04866 4.79094 -3.24149 0.123
H 2.01908 5.58376 -4.60841 0.128
H -1.27434 -1.56790 -2.76110 0.136
H -0.00346 -2.11728 -1.55261 0.146
H -1.58119 1.82795 -1.33498 0.083
H -3.65485 3.35497 -1.88545 0.091
H -6.14011 2.27968 -1.96287 0.095
H -6.43612 -0.39262 -1.49915 0.094
H -4.33601 -1.92083 -0.89955 0.093
C 1.60894 -3.37291 2.87629 -0.023
C 1.88533 -2.63170 4.17577 -0.301
C 1.18909 -3.25615 5.39084 -0.167
O -0.19915 -2.92699 5.36973 -0.194
C -1.04364 -3.96540 4.86715 -0.065
N 1.35510 -1.23507 4.03642 0.229
H 0.57260 -3.26352 2.54678 0.087
H 2.24462 -2.98683 2.07339 0.090
H 1.82386 -4.43796 2.98469 0.103
H 2.96293 -2.55698 4.34078 0.159
H 1.59600 -2.79939 6.29993 0.135
H 1.36878 -4.33164 5.46401 0.137
H -0.63003 -4.96186 5.03757 0.098
H -1.21668 -3.81076 3.80023 0.083
H -2.00550 -3.89507 5.37762 0.100
H 1.56574 -0.80438 3.12995 0.132
H 1.70090 -0.62446 4.78240 0.182
H 0.33096 -1.27703 4.15838 0.168
```

Calculated values
LUMO energy = -0.1214 hartree
Total charge = +1
Kohn-Sham gap = 7.2 eV